Arrangement 1

The following is a DFT calculation (ωB97M-V with the def2-TZVPD basis set) of one molecule with the formula C3H5NO3.

Its SMILES is N[C@@H]1OCC(=O)O1. The frontier orbital gap is 11.301 eV. The LUMO energy comes out at 0.7689 eV.

Geometry as ORCA input:
```
! RIJCOSX wB97M-V def2-TZVPD def2/J DEFGRID3
* xyz 0 1
N -1.27534 0.32235 0.88570
C -0.81120 0.35414 -0.47366
O -0.34269 -0.90547 -0.85695
C 0.94782 -1.00234 -0.27926
C 1.32908 0.44186 0.02557
O 2.31039 0.86881 0.55546
O 0.31358 1.21777 -0.45352
H -1.44397 1.26619 1.21847
H -2.11061 -0.23922 0.99643
H -1.51228 0.70268 -1.24013
H 1.64141 -1.42305 -1.01278
H 0.95381 -1.60373 0.63466
*
```

***

Arrangement 2

The following is a DFT calculation (ωB97M-V with the def2-TZVPD basis set) of one molecule with the formula C3H5NO3.

Its SMILES is C/C(=N/O)OC=O. The frontier orbital gap is 10.519 eV. The LUMO energy comes out at 0.7606 eV.

Geometry as ORCA input:
```
! RIJCOSX wB97M-V def2-TZVPD def2/J DEFGRID3
* xyz 0 1
C -0.90599 0.46950 -1.49711
C 0.08313 0.07430 -0.31815
N 1.16526 0.63736 -0.45842
O 2.04702 0.20223 0.53846
O -0.25135 -0.93337 0.45638
C -0.50456 -1.04873 1.80001
O -0.41113 0.02184 2.47803
H -1.82990 0.93360 -0.99164
H -0.34911 1.21919 -2.17909
H -1.29651 -0.28956 -2.05280
H 2.93387 0.69270 0.00047
H -0.68072 -1.97907 2.22385
*
```

***

Quick look at relative energies in eV: arrangement 1 0.000; arrangement 2 3.739.

***

Arrangement 1

The following is a DFT calculation (ωB97M-V with the def2-TZVPD basis set) of a 2-piece molecular cluster, C3H5NO3 overall.

Its SMILES is C#CC(=O)NO.O. The frontier orbital gap is 10.300 eV. The LUMO energy comes out at 0.0953 eV.

Geometry as ORCA input:
```
! RIJCOSX wB97M-V def2-TZVPD def2/J DEFGRID3
* xyz 0 1
C -2.13382 1.74439 -0.25489
C -1.91743 0.51232 -0.41410
C -1.31509 -0.83749 -0.16559
O -2.14723 -1.75652 -0.33347
N -0.02847 -0.98102 0.16801
O 0.61962 0.14608 0.61976
H -2.11830 2.69565 0.17635
H 0.55942 -1.77418 0.07689
H 0.45336 0.03415 1.55668
O 3.04820 -0.01087 -0.60686
H 2.47705 0.74967 -0.79170
H 2.50270 -0.52220 -0.03106
*
```

***

Arrangement 2

The following is a DFT calculation (ωB97M-V with the def2-TZVPD basis set) of C3H5NO3 as an isolated structure.

The frontier orbital gap is 8.771 eV. The LUMO energy comes out at 0.5030 eV.

Geometry as ORCA input:
```
! RIJCOSX wB97M-V def2-TZVPD def2/J DEFGRID3
* xyz 0 1
C 1.17904 0.74076 -0.17685
C 0.82006 0.18954 1.03193
N -0.54868 -1.04428 0.39172
C -1.31854 0.12052 -0.16114
O 1.16025 0.10132 -1.40097
O 0.85827 0.43662 2.19850
O -1.46641 0.40064 -1.33131
H 0.31200 0.33264 -1.84039
H 2.00294 1.44715 -0.12826
H -0.93774 -1.62924 1.12111
H -0.07435 -1.57462 -0.33545
H -1.98684 0.47893 0.63109
*
```

***

Quick look at relative energies in eV: arrangement 1 2.038; arrangement 2 0.000.

***

Arrangement 1

The following is a DFT calculation (ωB97M-V with the def2-TZVPD basis set) of one molecule with the formula C3H5NO3.

Its SMILES is [H]/N=C1/CO[C@H](O)O1. The frontier orbital gap is 11.409 eV. The LUMO energy comes out at 0.7623 eV.

Geometry as ORCA input:
```
! RIJCOSX wB97M-V def2-TZVPD def2/J DEFGRID3
* xyz 0 1
H -1.84964 -1.68554 0.86559
N -1.79646 -0.67205 0.98453
C -0.63646 -0.28317 0.69602
C -0.12754 1.13620 0.62515
O 1.02199 1.02785 -0.19961
C 1.14225 -0.30049 -0.63304
O 0.65887 -0.50325 -1.90595
O 0.40405 -1.07888 0.28951
H -0.87220 1.80590 0.18756
H 0.16626 1.51024 1.61274
H 2.18795 -0.59894 -0.63522
H -0.29907 -0.35788 -1.88727
*
```

***

Arrangement 2

The following is a DFT calculation (ωB97M-V with the def2-TZVPD basis set) of C3H5NO3 as an isolated structure.

The frontier orbital gap is 8.649 eV. The LUMO energy comes out at 0.6824 eV.

Geometry as ORCA input:
```
! RIJCOSX wB97M-V def2-TZVPD def2/J DEFGRID3
* xyz 0 1
C 0.24862 -0.13184 0.10286
C 0.70503 1.11865 -0.11878
C -0.76720 -1.40994 -0.65190
N 0.73224 -0.08065 1.40760
O 1.01779 1.33495 1.23158
O 1.20097 1.89682 -1.04837
O -1.98475 -1.09292 -0.13692
H -0.54487 -1.39437 -1.67800
H -0.39079 -2.27165 -0.14992
H 0.03520 -0.30765 2.17164
H 1.78232 2.52877 -0.66476
H -2.03456 -0.19018 -0.46502
*
```

***

Quick look at relative energies in eV: arrangement 1 0.000; arrangement 2 4.756.

***

Arrangement 1

The following is a DFT calculation (ωB97M-V with the def2-TZVPD basis set) of C3H5NO3 as an isolated structure.

The frontier orbital gap is 10.241 eV. The LUMO energy comes out at 0.3641 eV.

Geometry as ORCA input:
```
! RIJCOSX wB97M-V def2-TZVPD def2/J DEFGRID3
* xyz 0 1
C 0.77258 -1.00195 0.37173
N -1.31450 0.65240 -0.66523
C 0.32727 0.61286 0.43745
C -1.49183 -0.55267 -0.87261
O 1.17630 1.31033 -0.38539
O -0.05266 1.05867 1.50065
O -1.78720 -1.52213 -1.43463
H 1.36705 2.16554 0.03748
H -1.91160 1.34123 -0.20160
H 1.84209 -0.86997 0.52810
H 0.35980 -1.57907 1.20846
H 0.71270 -1.61524 -0.52440
*
```

***

Arrangement 2

The following is a DFT calculation (ωB97M-V with the def2-TZVPD basis set) of C3H5NO3 as an isolated structure.

The frontier orbital gap is 10.660 eV. The LUMO energy comes out at 0.5172 eV.

Geometry as ORCA input:
```
! RIJCOSX wB97M-V def2-TZVPD def2/J DEFGRID3
* xyz 0 1
C 0.39712 -0.33965 0.31365
C -0.59766 0.30601 -0.51725
C 1.88804 -0.07918 0.12291
N -2.34745 0.25297 0.07534
O -2.45027 -0.09474 1.21612
O -3.15295 0.65681 -0.70246
O -0.19983 -0.93581 -0.85251
H -0.01099 -0.64998 1.33584
H -0.19083 1.06736 -1.15427
H 2.12182 0.98230 0.20833
H 2.02762 -0.57850 -0.94050
H 2.51538 -0.58759 0.89481
*
```

***

Quick look at relative energies in eV: arrangement 1 0.000; arrangement 2 3.921.

***

Arrangement 1

The following is a DFT calculation (ωB97M-V with the def2-TZVPD basis set) of a 2-piece molecular cluster, C3H5NO3 overall.

Its SMILES is CC(=O)O.N=C=O. The frontier orbital gap is 11.197 eV. The LUMO energy comes out at 0.5976 eV.

Geometry as ORCA input:
```
! RIJCOSX wB97M-V def2-TZVPD def2/J DEFGRID3
* xyz 0 1
C 0.80298 0.06341 -1.24260
C 0.58562 0.60978 0.20603
O 1.30783 0.31438 1.13200
O -0.11858 1.75788 0.17013
H 1.75313 -0.45836 -1.33967
H 0.80642 0.94218 -1.88134
H 0.03278 -0.58143 -1.63260
H -0.06379 2.21147 1.03226
N -1.23148 -0.65803 1.36140
C -1.41307 -1.43599 0.44956
O -1.89430 -2.09696 -0.36876
H -0.56754 -0.66834 2.11359
*
```

***

Arrangement 2

The following is a DFT calculation (ωB97M-V with the def2-TZVPD basis set) of a 2-piece molecular cluster, C3H5NO3 overall.

The frontier orbital gap (alpha / beta) is 9.230 / 6.381 eV. The LUMO energy (alpha / beta) comes out at -0.3969 / -1.1609 eV.

Geometry as ORCA input:
```
! RIJCOSX wB97M-V def2-TZVPD def2/J DEFGRID3
* xyz 0 1
C -0.71719 0.44663 -0.68212
C -0.23122 0.37957 0.59037
C 0.71438 -0.49887 1.04922
N 2.78312 0.31086 -0.38084
O 3.57990 1.08918 0.00817
O 2.79714 -0.67070 -1.06068
O 0.92083 -1.67126 0.50903
H -1.59951 1.13149 -0.83388
H -0.81884 -0.30719 -1.49352
H -0.45133 1.30210 1.10593
H 1.04109 -0.35513 2.08740
H 0.33185 -1.61369 -0.34834
*
```

***

Arrangement 3

The following is a DFT calculation (ωB97M-V with the def2-TZVPD basis set) of one molecule with the formula C3H5NO3.

Its SMILES is NC(=O)COC=O. The frontier orbital gap is 10.963 eV. The LUMO energy comes out at 0.8448 eV.

Geometry as ORCA input:
```
! RIJCOSX wB97M-V def2-TZVPD def2/J DEFGRID3
* xyz 0 1
N 1.49302 0.64074 0.89161
C 0.64265 -0.42641 0.81959
O 0.28425 -1.08309 1.77556
C 0.23102 -0.81266 -0.60447
O -1.19129 -0.80462 -0.75461
C -1.74796 0.40630 -0.68777
O -1.14768 1.43671 -0.50670
H 1.37187 1.36670 0.20010
H 1.68507 0.96590 1.82946
H 0.68502 -0.16573 -1.35993
H 0.52826 -1.84748 -0.77574
H -2.83425 0.32362 -0.82709
*
```

***

Quick look at relative energies in eV: arrangement 1 0.427; arrangement 2 6.564; arrangement 3 0.000.

***

Arrangement 1

The following is a DFT calculation (ωB97M-V with the def2-TZVPD basis set) of a 2-piece molecular cluster, C3H5NO3 overall.

Its SMILES is [H]/N=C1/CO1.O=CO. The frontier orbital gap is 11.331 eV. The LUMO energy comes out at 0.7833 eV.

Geometry as ORCA input:
```
! RIJCOSX wB97M-V def2-TZVPD def2/J DEFGRID3
* xyz 0 1
H -2.00971 -1.74202 0.37274
N -1.21774 -1.15177 0.12584
C -0.98200 -0.24173 0.96193
C -0.21730 0.87917 1.38496
O -1.39356 0.26893 2.11451
H -0.41228 1.85739 0.95854
H 0.73982 0.73023 1.87375
O 1.32658 0.91487 -0.70086
C 1.40059 0.15269 -1.64032
O 0.66103 -0.91466 -1.85991
H 2.13472 0.28477 -2.44809
H -0.03015 -1.03788 -1.14310
*
```

***

Arrangement 2

The following is a DFT calculation (ωB97M-V with the def2-TZVPD basis set) of one molecule with the formula C3H5NO3.

Its SMILES is C1OC[C@]2(NO2)O1. The frontier orbital gap is 10.508 eV. The LUMO energy comes out at -0.0310 eV.

Geometry as ORCA input:
```
! RIJCOSX wB97M-V def2-TZVPD def2/J DEFGRID3
* xyz 0 1
C -0.85636 -0.95184 -0.49948
O 0.33605 -1.53977 -0.06480
C 1.15743 -0.43817 0.30364
C 0.31250 0.74224 -0.11890
N -0.45218 1.37679 0.87377
O 0.72537 1.99904 -0.15710
O -0.50652 0.21732 -1.16672
H -1.41021 -0.61176 0.41745
H -1.46454 -1.61757 -1.10691
H 2.09331 -0.46245 -0.25681
H 1.35451 -0.45500 1.37911
H -1.28937 1.74115 0.39674
*
```

***

Quick look at relative energies in eV: arrangement 1 0.000; arrangement 2 2.362.

***

Arrangement 1

The following is a DFT calculation (ωB97M-V with the def2-TZVPD basis set) of one molecule with the formula C3H5NO3.

Its SMILES is NC(=O)COC=O. The frontier orbital gap is 10.881 eV. The LUMO energy comes out at 0.7007 eV.

Geometry as ORCA input:
```
! RIJCOSX wB97M-V def2-TZVPD def2/J DEFGRID3
* xyz 0 1
N 1.33776 -0.25694 0.69557
C 0.06753 -0.74134 0.87448
O -0.18548 -1.87174 1.22386
C -1.02080 0.29798 0.58067
O -0.57563 1.14887 -0.48571
C -0.14696 0.46273 -1.56372
O -0.36387 -0.69737 -1.78027
H 2.05720 -0.91268 0.43180
H 1.48406 0.70876 0.44733
H -1.94991 -0.21536 0.32731
H -1.18222 0.96092 1.43326
H 0.47832 1.11616 -2.18458
*
```

***

Arrangement 2

The following is a DFT calculation (ωB97M-V with the def2-TZVPD basis set) of one molecule with the formula C3H5NO3.

Its SMILES is C=C(N)OOC=O. The frontier orbital gap is 9.025 eV. The LUMO energy comes out at 0.0883 eV.

Geometry as ORCA input:
```
! RIJCOSX wB97M-V def2-TZVPD def2/J DEFGRID3
* xyz 0 1
C -0.56099 1.29603 0.84904
C -0.67787 -0.01071 0.61156
N -1.78917 -0.69241 0.11948
O 0.42383 -0.81478 0.80571
O 0.86078 -1.20140 -0.61410
C 1.72589 -0.27184 -1.09805
O 1.96358 0.78984 -0.60555
H -1.40046 1.97069 0.71932
H 0.40565 1.69340 1.12944
H -2.12825 -0.29281 -0.74438
H -1.58595 -1.67720 0.00323
H 2.20904 -0.63662 -2.02758
*
```

***

Arrangement 3

The following is a DFT calculation (ωB97M-V with the def2-TZVPD basis set) of C3H5NO3 as an isolated structure.

The frontier orbital gap (alpha / beta) is 8.945 / 8.262 eV. The LUMO energy (alpha / beta) comes out at -0.3954 / -0.5326 eV.

Geometry as ORCA input:
```
! RIJCOSX wB97M-V def2-TZVPD def2/J DEFGRID3
* xyz 0 1
C -1.71303 1.07983 0.61974
C -1.05109 -0.08768 -1.76067
C 1.70256 -1.08469 0.47884
N -0.76148 1.78968 0.77646
O -2.78906 0.67366 0.60868
O -0.32742 -0.78221 -1.14183
O 0.94560 -0.11715 -0.27582
H -1.45341 0.91861 -1.78531
H 1.48663 -0.73423 1.51148
H 2.74930 -1.13020 0.18160
H 1.02899 -2.02729 0.39756
H 0.18241 1.50167 0.38927
*
```

***

Quick look at relative energies in eV: arrangement 1 0.000; arrangement 2 3.692; arrangement 3 6.389.

***

Arrangement 1

The following is a DFT calculation (ωB97M-V with the def2-TZVPD basis set) of an isolated ion of composition C2H4NO2 and charge -1.

Its SMILES is CNC(=O)[O-]. The frontier orbital gap is 8.229 eV. The LUMO energy comes out at 4.4397 eV.

Geometry as ORCA input:
```
! RIJCOSX wB97M-V def2-TZVPD def2/J DEFGRID3
* xyz -1 1
C 0.77851 -0.24039 0.77723
N -0.47758 0.35229 0.28173
C -0.66427 0.32842 -1.14873
O -1.85230 0.25625 -1.51214
O 0.36299 0.45472 -1.84283
H 0.71713 -1.33146 0.82607
H 1.55191 0.21610 0.16861
H 0.86472 0.10865 1.81414
H -1.28110 -0.14459 0.63593
*
```

***

Arrangement 2

The following is a DFT calculation (ωB97M-V with the def2-TZVPD basis set) of a 2-piece molecular cluster, C2H4NO2 overall.

The frontier orbital gap (alpha / beta) is 4.232 / 4.232 eV. The LUMO energy (alpha / beta) comes out at 2.1732 / 2.1729 eV.

Geometry as ORCA input:
```
! RIJCOSX wB97M-V def2-TZVPD def2/J DEFGRID3
* xyz -1 1
C 0.76104 1.60182 -0.01268
C -0.33631 1.15199 0.71398
N -0.10254 -2.39735 -0.53800
O -0.16547 -3.26025 -1.46701
O -1.26608 1.80879 1.28370
H 1.05884 2.59222 -0.32839
H 1.51184 0.81442 -0.28573
H -0.36263 0.02551 0.73027
H -1.09868 -2.33714 -0.09614
*
```

***

Arrangement 3

The following is a DFT calculation (ωB97M-V with the def2-TZVPD basis set) of a 2-piece molecular cluster, C2H4NO2 overall.

The frontier orbital gap is 7.483 eV. The LUMO energy comes out at 4.1235 eV.

Geometry as ORCA input:
```
! RIJCOSX wB97M-V def2-TZVPD def2/J DEFGRID3
* xyz -1 1
O 1.51780 -1.28155 -0.15332
C 0.81423 -0.39410 0.43380
N 1.06194 0.64998 1.18814
C -0.78558 0.21801 -0.79827
O -1.49940 0.92614 -0.04431
H -0.05095 -0.99308 0.83365
H 0.10896 1.03660 1.22515
H -0.13714 0.65755 -1.61798
H -1.02988 -0.81953 -1.06686
*
```

***

Quick look at relative energies in eV: arrangement 1 0.000; arrangement 2 5.042; arrangement 3 3.418.